Here is the molecule C5H8O2 from the Open Molecules 2025 dataset. Energies are from the ωB97M-V functional and the def2-TZVPD basis.

Each line ends with the natural charge from an NBO analysis.
Positions of all 15 atoms, in Å:
C (2.47, 0.23, -0.31)  -0.2358
C (1.30, 0.02, -0.14)  -0.0405
C (-0.16, -0.20, -0.09)  0.1335
C (-0.57, -1.50, 0.64)  -0.6366
O (-0.68, -0.35, -1.43)  -0.7087
C (-0.87, 1.06, 0.44)  -0.0558
O (-0.61, 2.18, -0.37)  -0.6979
H (3.52, 0.41, -0.47)  0.2450
H (-1.36, -1.37, 1.40)  0.2190
H (0.25, -2.11, 1.05)  0.2238
H (-1.01, -1.97, -0.24)  0.2458
H (-0.05, -0.82, -1.99)  0.4768
H (-0.62, 1.26, 1.50)  0.1688
H (-1.94, 0.86, 0.38)  0.1933
H (0.35, 2.30, -0.39)  0.4694

Output
structure (SMILES): C#C[C@](C)(O)CO
net charge: 0
gap between HOMO and LUMO: 11.1 eV
spin multiplicity: 1
relative energy (zero: lowest compared OMol25 entry of this formula, charge and spin): 63.87 kcal/mol